Record 1
The following is a DFT calculation (ωB97M-V with the def2-TZVPD basis set) of a cluster of 3 separate species, C21H48N2O12S in total in a non-equilibrium geometry.

Geometry as ORCA input:
```
! RIJCOSX wB97M-V def2-TZVPD def2/J DEFGRID3
* xyz 0 1
O -2.22 -0.09 1.28
C -1.94 0.63 0.31
O -1.95 2.05 0.33
C -1.22 2.52 1.53
C -1.23 4.10 1.69
C -0.23 4.81 0.63
C 1.28 4.31 0.79
O 1.64 3.17 -0.02
S 1.56 3.50 -1.67
O 2.50 4.63 -2.04
O 2.30 2.13 -2.37
C 1.27 1.32 -3.03
O 0.43 2.26 -3.75
C -0.95 1.81 -3.56
O -1.84 2.75 -4.19
C -2.27 3.67 -3.14
C -2.96 4.95 -3.81
O -2.10 5.36 -4.91
H -1.67 0.12 -0.68
H -0.16 2.10 1.41
H -1.75 2.09 2.45
H -0.96 4.48 2.72
H -2.29 4.46 1.39
H -0.69 4.63 -0.40
H -0.21 5.95 0.78
H 1.40 3.99 1.89
H 2.01 5.20 0.67
H 1.84 0.62 -3.73
H 0.67 0.71 -2.27
H -1.23 1.80 -2.44
H -1.01 0.76 -4.03
H -1.32 4.04 -2.61
H -2.94 3.14 -2.38
H -4.01 4.69 -4.19
H -3.07 5.84 -3.12
H -1.23 5.55 -4.49
C -5.00 -0.87 5.61
O -4.36 -0.87 6.87
C -3.65 -2.07 7.18
C -2.14 -1.90 7.01
N -1.76 -1.78 5.60
C -0.42 -1.23 5.37
C -0.02 0.10 6.03
O -0.66 1.26 5.50
C -2.02 1.41 5.87
H -5.74 -0.06 5.61
H -4.29 -0.67 4.80
H -5.51 -1.81 5.42
H -4.03 -2.93 6.61
H -3.85 -2.28 8.23
H -1.63 -2.77 7.45
H -1.85 -1.02 7.59
H -2.43 -1.21 5.12
H -0.33 -1.09 4.29
H 0.32 -1.99 5.65
H 1.05 0.25 5.83
H -0.12 0.08 7.12
H -2.19 1.14 6.91
H -2.65 0.83 5.20
H -2.30 2.46 5.75
C 3.15 -5.08 -1.71
O 4.33 -4.91 -2.49
C 4.44 -5.82 -3.59
C 4.11 -5.14 -4.92
N 2.68 -4.85 -5.04
C 2.33 -3.86 -6.07
C 3.05 -2.50 -6.10
O 2.70 -1.61 -5.05
C 3.24 -1.93 -3.78
H 3.31 -4.57 -0.76
H 2.28 -4.63 -2.19
H 2.95 -6.14 -1.51
H 3.85 -6.73 -3.43
H 5.50 -6.12 -3.62
H 4.41 -5.80 -5.74
H 4.72 -4.23 -4.98
H 2.33 -4.52 -4.16
H 1.26 -3.67 -5.96
H 2.46 -4.34 -7.05
H 2.74 -2.00 -7.02
H 4.14 -2.60 -6.17
H 4.27 -2.29 -3.85
H 2.60 -2.67 -3.29
H 3.23 -1.04 -3.16
*
```

HOMO energy   -8.711 eV
Molar mass   552.68 g/mol
HOMO-LUMO gap   9.048 eV

---

Record 2
The following is a DFT calculation (ωB97M-V with the def2-TZVPD basis set) of a cluster of 8 separate species, C21H49ClF3N2O7PS8 in total in a non-equilibrium geometry.

Geometry as ORCA input:
```
! RIJCOSX wB97M-V def2-TZVPD def2/J DEFGRID3
* xyz 0 1
N -3.74 -3.27 -2.30
C -3.71 -2.72 -3.30
C -3.76 -1.81 -4.47
P -2.28 -2.20 -5.53
S -0.71 -2.48 -4.41
C -3.95 -0.30 -4.08
Cl -2.81 0.79 -4.97
C -5.31 0.11 -4.53
N -6.41 0.32 -4.80
C -3.83 0.01 -2.58
C -2.39 -0.10 -2.05
C -1.64 1.22 -1.97
F -2.31 2.28 -2.42
F -0.49 1.17 -2.66
F -1.27 1.54 -0.72
H -4.65 -2.10 -5.04
H -2.14 -1.25 -6.56
H -2.63 -3.41 -6.18
H -4.26 1.00 -2.43
H -4.47 -0.65 -1.99
H -2.42 -0.51 -1.04
H -1.80 -0.82 -2.64
C 1.67 -0.24 -0.35
S 1.91 -1.34 -1.75
O 0.63 -2.07 -1.94
C 3.05 -2.46 -0.91
H 0.96 0.52 -0.64
H 1.28 -0.80 0.50
H 2.62 0.23 -0.09
H 2.56 -2.87 -0.02
H 3.95 -1.92 -0.63
H 3.30 -3.26 -1.60
C -1.81 -1.79 3.54
S -2.07 -0.26 2.63
O -2.18 -0.63 1.19
C -0.41 0.38 2.88
H -2.72 -2.39 3.47
H -0.98 -2.34 3.09
H -1.60 -1.56 4.58
H 0.32 -0.32 2.49
H -0.26 0.55 3.95
H -0.34 1.33 2.35
C 1.17 3.01 1.13
S 2.68 2.64 2.03
O 2.55 1.26 2.58
C 2.35 3.79 3.38
H 1.14 2.38 0.25
H 0.30 2.81 1.76
H 1.18 4.06 0.82
H 1.41 3.54 3.87
H 2.32 4.81 2.99
H 3.16 3.70 4.10
C -4.53 -1.53 5.97
S -4.10 0.21 6.15
O -2.62 0.31 6.07
C -4.54 0.32 7.89
H -4.29 -1.83 4.96
H -3.95 -2.13 6.68
H -5.59 -1.66 6.15
H -3.96 -0.40 8.47
H -5.61 0.12 8.01
H -4.32 1.32 8.23
C 6.16 0.73 -1.69
S 5.24 1.23 -0.23
O 4.23 2.23 -0.66
C 6.59 2.12 0.55
H 5.49 0.18 -2.34
H 6.53 1.62 -2.20
H 6.99 0.09 -1.39
H 6.93 2.92 -0.11
H 7.40 1.43 0.77
H 6.21 2.55 1.48
C 10.06 -2.85 -1.77
S 10.47 -1.23 -1.11
O 9.20 -0.61 -0.64
C 10.87 -0.48 -2.69
H 9.74 -3.48 -0.94
H 9.25 -2.76 -2.50
H 10.94 -3.29 -2.24
H 10.01 -0.54 -3.36
H 11.73 -0.99 -3.13
H 11.12 0.57 -2.52
C -9.24 -0.06 -1.46
S -7.50 0.38 -1.62
O -6.73 -0.50 -0.70
C -7.65 1.98 -0.81
H -9.36 -1.06 -1.87
H -9.52 -0.06 -0.40
H -9.85 0.64 -2.02
H -8.04 1.85 0.20
H -8.31 2.63 -1.39
H -6.65 2.43 -0.76
*
```

HOMO energy   -8.000 eV
Molar mass   821.59 g/mol
HOMO-LUMO gap   8.452 eV